(1)
This record from the Open Molecules 2025 dataset describes C6H9N in the gas phase. The level of theory is ωB97M-V with the def2-TZVPD basis set.

Output
Charge   0
Energy above the lowest of the compared OMol25 structures with the same formula, charge and spin   72.37 kcal per mole
Energy   -288.66671 a.u.
Structure (SMILES)   C#CC[C@]1(C)CN1

```
16
Properties=species:S:1:pos:R:3:forces:R:3:nbo_charge:R:1
H -0.680197 -2.081688 0.833798 0.4407 0.4567 -0.0494 0.200
C 2.907412 -0.345198 0.053798 -0.4542 -0.0436 -0.2261 -0.266
C -0.534170 1.520521 0.166988 0.0021 -0.1418 0.0655 -0.628
C -0.554212 0.002120 -0.092529 0.1745 -0.0042 0.0718 0.095
H -1.064958 -0.721847 1.959808 -0.4225 0.2172 -0.2126 0.195
H -1.503383 1.960219 -0.101847 0.1309 -0.1446 0.0860 0.211
C -0.956582 -1.026968 0.921205 0.1698 0.0350 0.2313 -0.263
H -0.309685 1.813809 1.195921 -0.0242 -0.2176 -0.0515 0.223
H 3.863517 -0.317889 0.531069 -0.2107 0.0160 -0.1184 0.239
C 0.494876 -0.456166 -1.101712 -0.0524 -0.0748 -0.0668 -0.485
N -1.863818 -0.638606 -0.155993 -0.2633 0.0677 -0.1813 -0.591
C 1.831438 -0.397901 -0.486848 0.4323 0.0057 0.1620 0.017
H 0.485833 0.163036 -2.007917 -0.0716 -0.0765 0.1357 0.232
H 0.269832 -1.484482 -1.401725 0.0467 0.1095 0.0096 0.246
H 0.206197 2.014974 -0.473997 -0.0589 -0.2209 0.1753 0.223
H -2.592101 -0.003932 0.159980 0.1607 0.0164 -0.0311 0.351
```
Positions in Å, forces in eV/Å.

=====

(2)
This record from the Open Molecules 2025 dataset describes 2 unconnected molecules or ions with the total composition C2H3INO2. The level of theory is ωB97M-V with the def2-TZVPD basis set.

Output
Charge   +1
Energy above the lowest of the compared OMol25 structures with the same formula, charge and spin   25.70 kcal per mole
Energy   -580.52740 a.u.

```
9
Properties=species:S:1:pos:R:3:forces:R:3:nbo_charge:R:1
N 0.264985 0.018352 -0.499404 -0.7619 3.0204 0.6422 0.185
O -1.092282 1.144861 1.841265 0.4129 0.3329 -1.0629 -0.340
H 1.181415 -1.557783 0.357382 -0.0938 0.1804 -0.1210 0.291
O 0.591550 0.527476 -1.517480 0.0980 -1.3525 0.1491 -0.177
C 0.253746 -1.346515 -0.202586 0.5155 -2.0335 -0.1479 -0.529
I -0.214580 3.148737 -0.291652 -0.0927 0.3751 0.0201 0.566
C -0.666504 1.612435 0.891350 -0.0150 -0.8257 0.6908 0.484
H 0.235214 -1.995352 -1.084242 -0.0455 0.1635 0.0503 0.258
H -0.553544 -1.552211 0.505367 -0.0174 0.1394 -0.2207 0.261
```
Positions in Å, forces in eV/Å.

=====

(3)
This record from the Open Molecules 2025 dataset describes a molecular structure, C19H22F2N7STl. The level of theory is ωB97M-V with the def2-TZVPD basis set.

Output
Charge   0
Energy above the lowest of the compared OMol25 structures with the same formula, charge and spin   62.08 kcal per mole
Energy   -1890.82315 a.u.

```
52
Properties=species:S:1:pos:R:3:forces:R:3:nbo_charge:R:1
N 2.424323 -0.467172 0.724174 1.0630 0.6740 -0.5864 -0.628
H 3.824349 -4.485993 0.452079 -0.0682 0.6919 0.1266 0.416
C -0.801569 4.860028 -1.488893 1.9107 -0.9774 0.2697 -0.234
H -1.756036 5.244780 -1.655380 -1.2987 0.8169 -0.6405 0.206
C -3.501677 -2.822829 0.518655 0.4095 1.1613 -2.7619 0.075
H 4.107078 0.787715 -0.040243 -0.9549 -0.5055 -0.0099 0.190
C 2.346018 -2.899837 0.256472 -1.5086 -1.0987 -0.7988 0.384
H -1.428162 2.761982 -1.754284 -0.0378 0.4179 -0.1656 0.237
C 1.949287 -5.075536 -0.239460 -1.9109 1.8016 0.4602 0.080
C 0.568352 2.933465 -1.028380 -0.3884 1.2133 -0.9142 0.092
C 1.830009 -6.449680 -0.232465 -0.1362 -0.7680 0.2545 -0.256
C -4.448286 3.215892 -0.010248 0.6786 0.8783 -0.3617 -0.426
C -0.636088 3.478635 -1.548326 0.6559 -0.4179 1.6100 -0.192
Tl -0.317382 -0.796531 0.524571 -1.3403 -0.2172 -0.1072 0.660
C 1.535017 5.165469 -0.781719 -0.9136 0.8864 -0.4678 -0.258
H -1.905106 4.487319 2.485374 0.1622 -0.0143 -0.0949 0.420
H 0.401884 -8.079727 -0.238837 0.0241 0.0830 0.0718 0.217
N -3.202177 2.458398 0.354000 -0.8998 1.6294 0.5064 -0.619
C 0.797413 -4.254581 -0.445687 0.9453 0.3076 0.5184 0.154
H -1.537333 -6.688057 -0.517033 0.1988 0.6656 0.1272 0.224
C 3.044992 0.464775 -0.256350 0.2120 -0.8829 -0.9615 -0.269
C 3.065075 -1.760693 0.873765 1.2088 -0.1430 -1.6745 -0.270
N 2.898174 -4.153169 0.218203 0.6949 -1.1377 -0.4205 -0.546
C -0.460356 -4.765799 -0.623105 0.3616 -2.8177 0.3292 -0.200
H -2.776362 4.798403 0.997172 0.3673 -0.2895 0.5402 0.395
H 0.208045 6.770585 -1.282793 -0.1861 0.3410 0.2150 0.216
H -5.273375 3.172557 0.727978 0.5204 -0.4105 -0.2593 0.207
H 3.161863 -2.009205 1.887908 0.0603 -0.1373 1.6899 0.227
C -0.578229 -6.163463 -0.424170 -0.2326 0.0122 -0.9271 -0.204
H -3.352622 1.476260 0.312484 0.1208 -0.8143 0.1078 0.418
H 2.416712 -0.007440 1.616646 -0.1043 0.1767 0.3830 0.378
N 1.097163 -2.914149 -0.161502 1.2839 -0.1211 0.1148 -0.552
H 2.713819 -7.066228 -0.135900 -0.0500 -0.1951 0.1188 0.209
C 1.659856 3.794238 -0.709439 -1.7587 -0.6694 -0.3621 0.145
H 4.107623 -1.855324 0.474082 -0.4715 0.6802 0.2101 0.197
C -2.404948 2.837411 1.428879 -0.4896 -1.2177 -0.5677 0.311
C 0.284079 5.708514 -1.156409 0.8317 -1.4026 0.0442 -0.209
H 3.574997 3.260685 -0.005261 -0.6619 -0.6143 -0.3591 0.423
C 2.196099 1.663070 -0.502541 -1.1462 0.1203 0.2975 0.369
N 0.921400 1.609492 -0.880494 1.7988 0.2787 0.2572 -0.464
H 3.022367 -0.048124 -1.256246 0.3974 0.1336 0.9255 0.238
H -4.787632 2.896577 -1.010625 0.0944 -0.1871 0.6244 0.225
H -4.252960 4.310413 -0.151860 0.1161 -0.8972 0.1311 0.180
H 2.382919 5.806410 -0.602393 0.0705 0.2004 0.0897 0.213
N -2.301126 4.152852 1.626033 -0.4144 0.5868 -0.2476 -0.790
H -4.606869 -2.652583 0.247586 0.9774 -0.7730 0.9856 0.052
N 2.675022 2.943810 -0.382388 0.9622 0.0287 0.4379 -0.543
S -1.625462 1.672199 2.367641 -0.2157 0.7805 -0.2279 -0.281
H -1.296311 -4.185128 -0.867811 -1.1902 0.9886 0.0973 0.263
C 0.530492 -7.005197 -0.272204 1.0438 1.2302 -0.3039 -0.205
F -3.265705 -4.120719 0.960900 -0.5933 -0.4384 0.4585 -0.436
F -3.228674 -2.004777 1.607870 -0.1985 0.3624 1.2178 -0.438
```
Positions in Å, forces in eV/Å.

=====

(4)
This record from the Open Molecules 2025 dataset describes 2 unconnected molecules or ions with the total composition CH2N2OS. The level of theory is ωB97M-V with the def2-TZVPD basis set.

Output
Charge   0
Energy above the lowest of the compared OMol25 structures with the same formula, charge and spin   62.40 kcal per mole
Energy   -622.07820 a.u.

```
7
Properties=species:S:1:pos:R:3:forces:R:3:nbo_charge:R:1
C -0.802034 -0.456268 0.009590 -0.9428 0.2866 0.2236 0.104
S -2.314544 -0.935973 0.028021 0.4189 0.2209 -0.0933 0.032
N -0.215175 1.986856 0.013127 2.6816 -2.3586 0.1897 0.140
N 0.432520 -0.791293 0.077770 2.0901 -0.0618 -1.0513 -0.816
H 1.000190 0.115296 -0.058021 0.3007 -1.2291 0.4063 0.411
O 0.976400 1.835246 0.057919 -2.8658 0.5494 -0.2588 -0.303
H 0.922641 -1.753866 -0.128407 -1.6828 2.5925 0.5837 0.432
```
Positions in Å, forces in eV/Å.

=====

(5)
This record from the Open Molecules 2025 dataset describes a molecular structure, BrHf. The level of theory is ωB97M-V with the def2-TZVPD basis set.

Output
Charge   +3
Energy above the lowest of the compared OMol25 structures with the same formula, charge and spin   24.89 kcal per mole
Energy   -2620.35888 a.u.

```
2
Properties=species:S:1:pos:R:3:forces:R:3:nbo_charge:R:1
Hf -0.642550 -0.487335 0.627895 -6.8321 -5.1835 6.6762 2.638
Br 0.642550 0.487335 -0.627895 6.8321 5.1835 -6.6762 0.362
```
Positions in Å, forces in eV/Å.

=====

(6)
This record from the Open Molecules 2025 dataset describes 2 unconnected molecules or ions with the total composition C5H14N2. The level of theory is ωB97M-V with the def2-TZVPD basis set.

Output
Charge   0
Energy above the lowest of the compared OMol25 structures with the same formula, charge and spin   107.16 kcal per mole
Energy   -308.25228 a.u.

```
21
Properties=species:S:1:pos:R:3:forces:R:3:nbo_charge:R:1
H 2.263991 -0.093646 1.529729 0.1192 0.2568 -0.6639 0.356
H 0.648132 -2.309057 -2.492432 -0.0234 -0.0910 0.4351 0.198
C -0.704732 0.838474 1.019358 2.6619 -0.7163 0.6021 -0.034
H 1.187652 -0.098849 -1.680273 -0.8465 -0.1539 0.9114 0.166
C 0.530744 -0.744821 -0.998103 -0.0004 -0.3365 -4.0396 -0.262
H -0.340292 1.240008 2.046977 0.1447 -0.9836 -1.8261 0.180
H -1.158072 1.800676 -0.959656 0.0383 -0.1384 1.1360 0.211
H -1.904796 -0.948501 0.967836 -0.2341 -0.0845 -0.1732 0.237
H -2.870311 0.646398 0.647611 1.6451 -1.4837 1.6110 0.205
C -2.001756 0.092043 1.265086 -0.6804 1.6228 -1.7018 -0.667
H 2.125034 0.929619 0.260330 -0.0051 2.6594 -0.9622 0.329
H 0.542576 -2.986319 -0.813920 -0.2420 0.7092 -0.3621 0.205
N 2.046812 0.009128 0.532661 0.0788 -3.1400 1.8778 -0.641
H -2.119557 0.141182 2.341084 -0.8024 -0.1796 0.0261 0.221
H 0.342720 2.426996 -0.295752 -1.1385 -1.1249 1.0385 0.209
H 2.001533 -2.367692 -1.422603 1.0551 0.4416 0.1753 0.208
H -0.543319 -0.576272 -1.427267 1.5738 -0.2069 1.5722 0.200
N 0.805542 -0.580198 0.359727 -2.7178 2.8029 2.6402 -0.265
H -1.131874 2.766218 0.516511 -1.4519 2.1816 0.9307 0.219
C 0.956372 -2.164333 -1.439517 -1.2771 -0.8240 -0.3694 -0.604
C -0.676399 1.978947 0.042612 2.1027 -1.2109 -2.8581 -0.671
```
Positions in Å, forces in eV/Å.

=====

(7)
This record from the Open Molecules 2025 dataset describes C3H5NO2 in the gas phase. The level of theory is ωB97M-V with the def2-TZVPD basis set.

Output
Charge   0
Energy above the lowest of the compared OMol25 structures with the same formula, charge and spin   19.51 kcal per mole
Energy   -322.54325 a.u.
Structure (SMILES)   [H]/N=C(/C)OC=O

```
11
Properties=species:S:1:pos:R:3:forces:R:3:nbo_charge:R:1
O 0.867819 -1.200811 -1.412821 0.2376 0.1482 0.0379 -0.565
H 2.664552 -0.704376 -0.627071 -0.2919 0.2570 0.2689 0.134
H -1.152507 -1.245932 -0.227354 -0.0033 0.1102 0.1431 0.259
H 0.075881 2.458102 -0.215146 0.0072 -0.0429 -0.0042 0.353
H -0.826448 -0.958624 1.490599 -0.0302 0.0304 -0.0907 0.229
C -1.172018 -0.492758 0.563071 0.0404 -0.0047 0.0236 -0.705
H -2.190982 -0.122194 0.693949 0.2408 -0.0039 -0.0190 0.244
C -0.274583 0.652788 0.205687 -0.2288 0.1684 -0.0344 0.567
C 1.568660 -0.577396 -0.670131 -0.2839 -0.0688 -0.0565 0.648
N -0.690210 1.819711 -0.001944 0.3662 -0.4049 0.0920 -0.625
O 1.129841 0.371490 0.201165 -0.0541 -0.1891 -0.3606 -0.540
```
Positions in Å, forces in eV/Å.

=====

(8)
This record from the Open Molecules 2025 dataset describes a molecular structure, C2H2N2O4. The level of theory is ωB97M-V with the def2-TZVPD basis set.

Output
Charge   0
Energy above the lowest of the compared OMol25 structures with the same formula, charge and spin   149.83 kcal per mole
Energy   -487.61495 a.u.

```
10
Properties=species:S:1:pos:R:3:forces:R:3:nbo_charge:R:1
N 1.297207 0.657886 -0.121422 2.1519 3.8133 -2.1014 -0.190
C -0.767102 -0.177602 0.359046 -1.7945 -0.6793 -2.1558 0.515
N -0.042450 0.934304 0.437964 1.9601 1.7240 -1.1911 -0.067
H 1.771044 1.700116 -0.915081 -2.5537 -3.7750 2.5880 0.375
C 0.202915 -1.186945 -0.396949 -0.8880 -0.0130 1.6489 0.689
O -1.956090 -0.363853 0.458461 0.6772 -0.0170 0.8629 -0.526
O 1.156571 -0.506815 -1.017302 0.4849 2.3063 0.4603 -0.341
H 0.625612 2.445839 1.442507 -4.5678 0.2942 -3.4075 0.490
O 0.154913 -2.357190 -0.387716 -0.6300 -1.2861 -0.3022 -0.483
O -0.329750 2.339857 0.632083 5.1598 -2.3673 3.5980 -0.462
```
Positions in Å, forces in eV/Å.

=====

Which of these has the lowest energy above the lowest of the compared OMol25 structures with the same formula, charge and spin?
C3H5NO2

=====

Look up the energy of the sixth one.
-308.25228 a.u.

=====

What is the charge in the second record?
+1

=====

Which formula does entry 5 have?
BrHf